No. 1
C34H41CrN6O5PS2Se as an isolated structure. Source: the Open Molecules 2025 dataset; level of theory: ωB97M-V/def2-TZVPD.

Geometry as XYZ:
```
91
Properties=species:S:1:pos:R:3:mulliken_charge:R:1
H -6.656 -0.869 -1.819 0.395
C 2.720 6.149 3.587 -0.571
C 1.595 -3.789 -1.948 -1.060
C 0.865 -5.281 2.224 -1.134
H 3.570 4.668 -1.386 0.391
O -0.713 1.763 -0.848 -0.647
H 0.251 -6.149 2.481 0.366
H 1.602 -5.594 1.484 0.329
H 1.372 5.759 -1.101 0.422
C -5.395 -0.160 1.768 1.103
H -0.690 4.403 -0.837 0.594
C -1.250 1.223 -3.916 -0.285
H -0.868 -1.717 -5.517 0.352
O -0.371 -2.174 0.257 -0.264
H -1.227 3.099 -4.946 0.382
C 2.675 4.069 -1.279 -1.199
C 0.843 5.618 2.189 -0.746
C 2.742 2.682 -1.329 -0.070
H 1.396 -4.961 3.129 0.273
N 1.612 -0.534 -0.452 -0.628
Se -1.244 -1.325 -2.554 -0.283
H 1.033 1.981 3.957 0.366
N 2.148 -2.760 0.888 0.710
C -2.979 -0.546 0.999 0.376
C 1.920 0.025 -2.796 -1.927
P 0.594 -3.280 0.470 0.123
C -6.758 -0.128 1.483 -0.895
H -8.279 -0.363 -0.003 0.352
C -0.963 -0.652 -5.343 -0.374
C 0.943 4.282 2.549 0.089
Cr -0.378 -0.123 -0.439 0.738
H 3.074 -1.537 2.296 0.454
H 3.265 -0.048 0.576 0.686
C -6.311 -0.673 -0.812 -0.891
H 3.286 -4.207 -0.105 0.346
C -1.157 2.020 -5.045 -0.434
C 1.506 0.449 -1.405 1.013
N 0.901 -4.332 -0.771 0.139
H 2.171 -2.906 -1.681 0.207
H -4.221 -0.870 -1.303 0.379
C 2.019 2.438 3.872 -1.118
H 0.262 3.550 2.129 0.322
H 4.158 -3.259 1.108 0.386
C -4.475 -0.448 0.759 0.137
O -2.309 -0.104 0.001 -0.129
N -0.983 1.558 -6.287 -0.704
H -1.515 -2.872 2.193 0.082
C -7.215 -0.390 0.201 -0.432
C 0.343 2.528 -0.976 1.182
C 1.734 0.857 1.606 0.463
H 0.874 -3.474 -2.704 0.345
H 3.010 0.128 -2.891 0.334
H 1.462 0.661 -3.551 0.393
H -0.552 -3.439 3.567 0.233
C -0.896 0.234 -6.406 -0.359
C 2.206 -1.563 1.637 -1.413
O -4.944 0.119 3.025 -0.465
H -0.755 -0.145 -7.414 0.346
C 0.277 3.930 -0.963 -1.057
H -0.657 -5.666 -0.281 0.328
H -1.723 -4.532 2.804 0.297
H -5.702 0.350 3.571 0.273
C -0.188 -5.233 -1.161 -0.970
S 0.066 0.710 1.875 -0.688
C 1.926 3.874 3.444 0.662
C 1.728 6.554 2.705 -0.452
C -0.999 -3.735 2.611 -0.729
H -0.945 -4.706 -1.750 0.182
H 3.697 2.194 -1.507 0.414
S 2.976 1.360 2.769 -0.264
H 2.264 -4.552 -2.357 0.344
C 1.434 4.676 -1.114 -0.435
N 0.029 -4.223 1.696 0.537
H 0.073 5.923 1.493 0.443
H 3.583 4.500 4.651 0.357
H 1.293 -1.417 2.214 0.364
H -7.460 0.111 2.276 0.257
C 2.814 4.816 3.955 -0.458
C 3.402 -3.212 0.318 -1.102
O -2.556 -1.023 2.046 -0.860
C 1.597 1.917 -1.170 0.138
H 1.642 -1.008 -2.996 0.212
N 2.287 -0.256 0.798 0.029
H 1.647 7.595 2.418 0.386
H 0.232 -6.037 -1.768 0.389
H 3.759 -2.542 -0.472 0.299
H -1.385 1.663 -2.936 0.321
C -4.953 -0.685 -0.525 -0.267
H 3.418 6.873 3.992 0.359
C -1.142 -0.163 -4.049 0.312
H 2.520 2.357 4.837 0.594
```

The HOMO-LUMO gap (alpha / beta) comes out at 0.2112 / 0.2351 Eh. The net charge is -1. Its multiplicity is 4. The energy above the lowest of the compared OMol25 structures with the same formula, charge and spin comes out at 220.1 kJ/mol. The value obtained for the total energy is -179832.1607 eV.

***

No. 2
C32H36B2F4N5O5PRu as an isolated structure. Source: the Open Molecules 2025 dataset; level of theory: ωB97M-V/def2-TZVPD.

Geometry as XYZ:
```
86
Properties=species:S:1:pos:R:3:mulliken_charge:R:1
H 5.498 1.887 0.429 0.668
H 4.592 -1.943 0.297 0.343
C -0.357 4.417 -2.310 -0.733
H -2.398 5.621 3.291 0.501
H -0.711 4.996 -1.468 0.566
O -2.323 -1.268 -1.566 -0.487
H -1.030 5.813 -3.784 0.535
C 0.835 2.452 -3.177 0.139
H 0.106 -5.145 0.440 0.455
C 2.823 -1.781 -2.622 0.209
C -2.431 4.610 1.398 -1.127
F 1.006 -1.552 3.668 -0.283
C -0.474 0.729 2.548 0.538
H -0.811 0.025 4.507 0.344
C 3.396 2.046 -0.030 -0.277
C 0.183 3.851 1.997 -0.760
H -0.824 -4.618 1.830 0.491
H -2.635 -4.444 0.227 0.433
H -1.071 1.759 4.291 0.558
O -2.481 0.865 -0.400 -0.472
B -2.230 0.273 -1.738 0.736
C -3.020 1.259 2.377 -2.059
O 1.774 0.222 2.341 -0.664
N -1.524 0.617 0.513 1.203
H -0.105 4.503 -5.692 0.491
N 0.553 0.424 1.811 1.728
C 0.289 3.173 -2.085 1.124
C -1.730 0.869 1.764 -0.326
F -0.842 0.453 -2.120 -0.101
F 3.230 -1.439 2.973 -0.292
C 4.364 -1.383 -0.614 -0.726
H 3.988 5.869 0.321 0.517
H -3.249 -3.427 -1.105 0.476
H 1.030 -2.989 -2.483 0.299
C -2.364 -3.871 -0.660 -1.586
H -3.307 0.511 3.121 0.479
Ru 0.297 0.093 -0.098 -0.565
C 3.832 4.801 0.240 -0.836
H -1.940 -4.584 -1.378 0.342
N 0.513 -1.963 0.760 2.106
H 2.717 0.114 -3.647 -0.014
C 0.032 -4.360 1.198 -2.061
H -0.096 4.901 3.841 0.544
C -1.718 3.838 0.492 -0.593
H 1.743 5.020 -0.137 0.539
H 1.362 1.528 -2.988 -0.703
C 2.913 -1.464 -1.064 -0.582
H 4.348 -0.261 -3.054 0.437
B 1.945 -1.184 2.772 0.577
H -3.448 4.902 1.167 0.535
C -1.844 5.005 2.594 -0.800
C -1.338 -2.864 -0.336 0.121
H 1.200 3.575 2.247 0.487
H 1.061 2.360 -5.309 0.572
H -2.209 3.515 -0.420 0.553
C 3.437 -0.685 -3.476 -1.133
H 0.737 -1.301 -2.989 0.033
H -3.803 1.346 1.628 0.403
C -0.389 3.490 0.770 0.841
O 4.506 0.022 -0.304 -0.380
N -1.328 -1.627 -0.825 0.899
C 4.664 2.560 0.297 -0.711
C 2.308 2.951 -0.158 0.318
H 3.706 -1.087 -4.453 0.492
C 1.421 -2.151 -3.057 -1.237
C 4.879 3.923 0.442 -0.902
F -3.094 0.712 -2.630 -0.219
O 1.550 -2.161 1.509 -0.630
H 3.457 -2.671 -2.687 0.596
H 0.929 -4.346 1.808 0.380
C -0.524 4.877 -3.589 -0.645
C -0.429 0.924 4.012 -1.921
H 2.381 -2.274 -0.573 0.477
H 0.589 1.089 4.354 0.433
P 0.563 2.497 -0.390 2.224
N 2.319 -0.210 -0.624 1.522
H 1.438 -2.456 -4.105 0.566
H 5.865 4.288 0.698 0.519
C 3.373 0.628 -0.314 0.126
C 2.556 4.310 -0.046 -0.490
C 0.675 2.902 -4.455 -0.263
H -2.904 2.208 2.900 0.399
C -0.009 4.128 -4.678 -0.735
H 5.106 -1.590 -1.385 0.445
C -0.547 4.605 2.902 -0.813
C -0.237 -3.066 0.541 -0.196
```

The HOMO-LUMO gap (alpha / beta) comes out at 0.2908 / 0.1737 Eh. The net charge is +4. Its multiplicity is 5. The value obtained for the total energy is -75511.0930 eV.